A molecular structure, C11H9BCl16N3O7. Source: the Open Molecules 2025 dataset; level of theory: ωB97M-V with the def2-TZVPD basis set.

The geometry in ORCA input format:
```
! wB97M-V def2-TZVPD RIJCOSX def2/J DEFGRID3
* xyz -1 1
C 2.9024 -0.7282 2.2226
C 3.7130 -1.2224 0.8723
O 5.0594 -1.0140 0.9274
N 3.1867 -1.9027 -0.3359
C 4.0927 -1.9081 -1.5332
C 4.8099 -0.6251 -2.2574
O 4.3600 -3.1261 -2.0821
N 1.8729 -1.9163 -0.5696
B 1.1557 -0.6612 -0.8858
O 1.6583 0.5320 -1.6345
O -0.2889 -0.5595 -0.4715
C 1.0735 -3.0830 -0.1171
O 0.0259 -3.5514 -1.0819
C 0.6663 -3.8649 -2.4031
N 1.2000 -3.6257 -3.5835
C 1.9780 -4.3572 0.4821
O 1.9443 -5.6021 -0.0288
O 2.8568 -4.2092 1.6905
H 2.1802 0.1530 1.8643
H 3.6260 -0.2009 3.0120
H 2.2504 -1.5831 2.6921
H 4.1032 -0.0117 -2.9664
H 5.2833 0.0859 -1.4362
H 5.7033 -1.0510 -2.9017
H 0.9441 0.7184 -2.3421
H -0.8449 -0.8354 -1.2651
H 0.4500 -2.7196 0.8373
C -2.8449 1.3762 1.4196
Cl -3.3346 -0.0921 2.3021
Cl -3.0600 1.1170 -0.3299
Cl -3.8522 2.7487 1.9451
Cl -1.1326 1.7311 1.7613
C -6.4522 6.2813 1.6373
Cl -6.3531 6.9636 -0.0056
Cl -6.2322 7.5821 2.8348
Cl -8.0477 5.5231 1.8703
Cl -5.1759 5.0564 1.8497
C -3.4477 7.7940 5.6797
Cl -3.9556 6.7916 4.2970
Cl -4.7436 8.9477 6.0846
Cl -3.1239 6.7474 7.0848
Cl -1.9677 8.6892 5.2523
C -0.4477 -6.0775 -6.0775
Cl 1.1518 -5.7451 -6.7887
Cl -1.3127 -7.2622 -7.0887
Cl -0.2420 -6.7365 -4.4349
Cl -1.3878 -4.5661 -5.9976
*
```

Calculated values
E_HOMO	-4.8	eV
HOMO-LUMO gap	5.76	eV

Results of the Löwdin charge analysis, in e, for atoms 1 through 8: atom 1 (C): -0.014, atom 2 (C): -0.215, atom 3 (O): -0.083, atom 4 (N): -0.015, atom 5 (C): -0.194, atom 6 (C): -0.034, atom 7 (O): -0.016, atom 8 (N): 0.029